Record 1
{
  "formula": "C11H20N4",
  "method": "ωB97M-V/def2-TZVPD",
  "elements": ["C", "C", "C", "C", "C", "C", "C", "C", "C", "C", "C", "N", "N", "N", "N", "H", "H", "H", "H", "H", "H", "H", "H", "H", "H", "H", "H", "H", "H", "H", "H", "H", "H", "H", "H"],
  "coordinates": [[0.242, -3.155, 2.935], [-0.199, -1.936, 1.014], [0.144, 2.440, -1.203], [-0.488, 2.239, 0.134], [1.387, 1.527, -1.333], [-0.909, 0.838, 0.341], [1.010, 0.008, -0.931], [-2.194, 0.504, -0.422], [-1.231, 0.673, 1.819], [2.389, -0.698, -0.586], [0.496, -0.780, -2.122], [-0.236, -4.023, 3.561], [-1.028, -2.591, 0.394], [0.291, 0.066, 0.202], [0.629, -2.180, 2.069], [-0.605, 2.128, -1.966], [0.372, 3.425, -1.381], [0.171, 2.521, 0.909], [-1.333, 2.886, 0.146], [1.720, 1.578, -2.283], [2.122, 1.791, -0.626], [-2.632, -0.261, 0.124], [-2.008, 0.242, -1.443], [-2.820, 1.336, -0.335], [-2.113, 1.202, 2.137], [-0.491, 0.907, 2.565], [-1.557, -0.374, 2.082], [2.258, -1.706, -0.325], [2.687, -0.121, 0.272], [3.043, -0.476, -1.428], [0.084, -1.782, -1.727], [1.304, -0.998, -2.794], [-0.334, -0.366, -2.742], [-1.484, -3.417, 0.657], [1.314, -1.445, 2.287]],
  "forces_ev_per_angstrom": [[-0.7, -1.1, 0.8], [0.3, 2.1, -2.9], [-0.1, -3.3, -0.6], [0.0, 1.1, -1.0], [-3.2, -1.1, 2.7], [-0.4, -1.0, 1.8], [3.2, -0.2, -3.3], [2.0, 0.0, -0.2], [-1.6, -1.4, 1.1], [-1.2, 3.0, -0.6], [-2.2, -1.6, 0.0], [1.1, 1.7, -1.2], [0.2, 2.0, -0.3], [-1.7, -3.0, 4.2], [0.4, 0.4, 0.9], [0.5, 0.2, 0.2], [0.7, 2.4, -0.4], [0.9, 0.4, 0.9], [-0.9, 0.5, 0.5], [1.5, -0.1, -3.1], [1.0, 0.7, 0.7], [-1.1, -1.8, 0.4], [-0.1, -0.2, -0.5], [-1.1, 1.4, -0.2], [-0.5, 0.8, -0.2], [0.8, 0.3, -0.2], [0.5, 0.7, -0.6], [-0.1, -1.5, 0.0], [0.7, 0.0, 0.5], [0.3, -0.6, 0.2], [0.7, 1.4, -0.7], [0.4, -0.1, -0.4], [0.5, 0.1, 0.6], [-0.3, -1.5, 0.7], [-0.6, -0.6, 0.2]],
  "gap_ev": [8.171, 8.177],
  "e_lumo_ev": [0.0, 0.0],
  "homo_ev": [-8.186, -8.193]
}

Record 2
{
  "formula": "C21H22N6O7S2Se2Te2V",
  "method": "ωB97M-V/def2-TZVPD",
  "elements": ["V", "O", "C", "O", "C", "O", "C", "C", "O", "O", "H", "H", "H", "H", "H", "Se", "Te", "Te", "Se", "N", "C", "C", "C", "C", "C", "C", "S", "O", "O", "N", "C", "N", "C", "C", "C", "N", "H", "H", "H", "H", "H", "H", "H", "H", "H", "N", "C", "S", "N", "C", "C", "C", "C", "C", "C", "H", "H", "H", "H", "H", "H", "H", "H"],
  "coordinates": [[-0.752, -2.186, 0.197], [-3.618, -3.225, 0.295], [-2.889, -2.091, 0.425], [-2.418, -1.486, -0.627], [-3.470, -1.270, 1.568], [-3.314, 0.143, 1.424], [-2.053, 0.729, 1.538], [-1.071, -0.079, 2.416], [-0.715, 0.424, 3.473], [-0.766, -1.249, 1.993], [-3.339, -3.746, -0.478], [-3.088, -1.632, 2.524], [-4.550, -1.419, 1.550], [-2.185, 1.727, 1.947], [-1.953, 0.150, -0.414], [-0.476, -4.444, 1.635], [-2.336, -5.820, 2.283], [-2.636, -6.065, -1.189], [-0.730, -4.548, -1.042], [2.977, 0.495, 5.724], [2.741, 0.132, 4.388], [2.278, -1.145, 4.081], [1.999, -1.490, 2.775], [2.214, -0.566, 1.761], [2.732, 0.691, 2.046], [2.997, 1.034, 3.358], [1.773, -0.991, 0.115], [1.512, -2.442, 0.118], [2.836, -0.537, -0.763], [0.346, -0.439, -0.302], [-0.068, 0.870, -0.019], [0.667, 1.883, 0.234], [0.095, 3.127, 0.340], [-1.183, 3.300, -0.182], [-1.942, 2.208, -0.513], [-1.529, 0.945, 0.106], [2.402, -0.027, 6.367], [2.856, 1.485, 5.880], [2.076, -1.852, 4.877], [1.587, -2.463, 2.547], [2.890, 1.397, 1.246], [3.370, 2.025, 3.592], [0.750, 3.948, 0.596], [-1.542, 4.292, -0.435], [-2.846, 2.173, -1.095], [1.570, -2.340, -3.052], [0.726, -1.368, -3.501], [-0.744, -1.790, -4.151], [1.229, -0.113, -3.322], [0.710, 1.139, -3.690], [-0.171, 1.346, -4.749], [-0.592, 2.635, -5.046], [-0.148, 3.725, -4.311], [0.735, 3.514, -3.261], [1.163, 2.236, -2.954], [1.125, -3.230, -2.886], [2.277, -2.085, -2.374], [1.932, -0.058, -2.594], [-0.535, 0.505, -5.314], [-1.288, 2.781, -5.864], [-0.497, 4.723, -4.544], [1.071, 4.341, -2.649], [1.810, 2.072, -2.100]],
  "forces_ev_per_angstrom": [[-0.1, -0.6, 0.4], [-0.3, 0.4, 0.1], [0.0, -0.1, 0.0], [0.1, 0.1, -0.1], [0.0, 0.0, 0.0], [0.0, 0.0, 0.1], [0.0, 0.0, -0.1], [0.0, 0.0, 0.1], [-0.1, -0.1, -0.1], [0.0, 0.1, 0.1], [0.1, -0.2, 0.0], [0.0, 0.0, 0.0], [0.0, 0.0, 0.0], [0.1, 0.0, 0.0], [0.1, 0.0, 0.0], [0.4, 0.5, 0.0], [-0.3, -0.2, 0.2], [-0.1, 0.0, -0.1], [0.5, 0.2, -0.3], [0.0, 0.0, 0.0], [0.0, 0.0, 0.0], [0.0, 0.0, 0.0], [0.0, 0.0, 0.0], [0.1, 0.1, -0.1], [0.0, 0.0, 0.0], [0.0, 0.0, 0.0], [0.0, 0.1, -0.2], [-0.1, -0.1, 0.0], [0.0, 0.0, 0.0], [-0.4, -0.2, 0.2], [0.2, 0.1, -0.1], [-0.1, -0.1, 0.0], [0.1, 0.0, 0.0], [0.0, 0.0, 0.0], [0.0, 0.0, 0.0], [-0.1, 0.0, 0.0], [0.0, 0.0, 0.0], [0.0, 0.0, 0.0], [0.0, 0.0, 0.0], [0.0, 0.0, 0.0], [0.0, 0.0, 0.0], [0.0, 0.0, 0.0], [0.0, 0.0, 0.0], [0.0, 0.0, 0.0], [0.0, 0.0, 0.0], [0.0, 0.1, 0.1], [0.0, -0.1, 0.1], [-0.1, 0.1, -0.2], [0.0, 0.0, -0.1], [0.0, 0.0, 0.0], [0.0, 0.0, 0.0], [0.0, 0.0, 0.0], [0.0, 0.0, 0.0], [0.0, 0.0, 0.0], [0.0, 0.0, 0.0], [0.0, 0.0, 0.0], [0.0, 0.0, 0.0], [0.1, 0.0, 0.0], [0.0, 0.0, 0.0], [0.0, 0.0, 0.0], [0.0, 0.0, 0.0], [0.0, 0.0, 0.0], [0.0, 0.0, 0.0]],
  "s_squared": 0.960,
  "gap_ev": [5.399, 5.384],
  "e_lumo_ev": [4.1, 4.1],
  "homo_ev": [-1.319, -1.306],
  "charge": -2,
  "spin_multiplicity": 2
}

Record 3
{
  "formula": "C5H10",
  "method": "ωB97M-V/def2-TZVPD",
  "elements": ["C", "C", "C", "C", "C", "H", "H", "H", "H", "H", "H", "H", "H", "H", "H"],
  "coordinates": [[1.933, 0.724, 0.128], [1.281, -0.596, 0.617], [-0.222, -0.496, 0.551], [-0.955, -0.059, -0.562], [-2.478, -0.032, -0.563], [1.898, 1.067, -1.050], [1.684, 1.775, 0.665], [3.051, 0.520, 0.147], [1.671, -0.912, 1.627], [1.542, -1.480, 0.114], [-0.583, -0.817, 1.337], [-0.275, 0.376, -1.404], [-2.660, -0.640, -1.253], [-2.971, 0.991, -0.589], [-2.915, -0.421, 0.235]],
  "forces_ev_per_angstrom": [[2.3, 1.9, -2.0], [-0.6, 2.0, 0.7], [2.2, 3.5, -9.5], [3.1, 0.3, 3.0], [3.6, 7.0, 2.2], [-0.7, -1.4, 2.7], [0.4, -2.9, -0.7], [-1.0, 0.7, 0.5], [-0.7, 1.1, -0.5], [0.8, -0.9, -1.7], [-4.6, -3.0, 7.4], [-1.9, -0.9, 1.2], [-2.6, -4.4, -6.5], [0.8, -1.1, -0.8], [-1.2, -2.0, 4.1]],
  "gap_ev": 10.039,
  "e_lumo_ev": 1.2,
  "smiles": "C/C=C/CC",
  "homo_ev": -8.840
}

Record 4
{
  "formula": "H3INPS",
  "method": "ωB97M-V/def2-TZVPD",
  "elements": ["N", "P", "S", "I", "H", "H", "H"],
  "coordinates": [[-0.387, 1.380, -0.301], [-0.244, -1.535, 0.174], [0.465, 0.585, 0.695], [2.781, -0.010, -0.163], [-0.235, 2.382, -0.283], [-0.871, -1.009, -0.958], [-1.509, -1.793, 0.835]],
  "forces_ev_per_angstrom": [[-0.4, 0.1, -0.6], [0.4, -0.2, 0.3], [-0.8, -1.0, 0.4], [0.2, 0.0, -0.1], [0.2, 0.1, 0.3], [-0.1, 0.1, -0.3], [0.5, 0.8, 0.1]],
  "gap_ev": [8.042, 8.043],
  "e_lumo_ev": [-0.9, -0.9],
  "smiles": "[H]/N=S(#[PH2])\\I",
  "homo_ev": [-8.936, -8.937]
}

Computed values of E (unit: Eh) for the preceding records, in sequence: -649.991669; -8748.082853; -196.373988; -1093.712008.
Computed values of ΔE to the lowest compared entry with this formula, charge and spin (unit: kcal/mol) for the preceding records, in sequence: 100.66; 22.60; 84.35; 15.90.